Entry 1:
The following is a quantum chemistry calculation of a structure of composition C35H33Cl2MnN4OPS2, from OMol25.

Geometry as XYZ:
```
79
Properties=species:S:1:pos:R:3:forces:R:3
Mn 0.520285 0.986885 -0.096816 -0.13 -0.20 -0.16
Cl 2.613447 1.827862 1.050602 0.01 0.08 -0.05
C 1.814198 3.331742 1.499741 -0.01 0.05 -0.01
C 2.573934 4.482977 1.507992 0.03 -0.04 0.00
C 1.966467 5.674295 1.870829 -0.07 0.00 0.01
C 0.625227 5.688409 2.217414 0.05 0.01 -0.02
C -0.113771 4.516312 2.193766 -0.03 -0.01 0.02
Cl -1.771925 4.585178 2.672515 0.02 -0.02 0.04
C 0.454992 3.290850 1.822213 -0.06 -0.05 0.03
S -0.472486 1.792075 1.841295 0.07 0.04 0.02
H 3.619117 4.443319 1.236719 0.00 0.01 -0.01
H 2.539858 6.590138 1.886555 0.00 0.01 0.00
H 0.139331 6.607294 2.512854 0.00 0.01 0.01
C 6.203579 2.082670 -2.990969 -0.01 0.00 0.03
C 5.195447 1.170450 -2.365394 0.04 0.00 -0.09
C 5.565279 0.055450 -1.618994 0.01 -0.01 0.01
C 4.548404 -0.707339 -1.085841 0.04 -0.05 0.01
N 3.259681 -0.417498 -1.262278 -0.08 -0.01 -0.01
C 3.011761 0.670163 -1.985574 -0.01 0.20 0.08
S 1.318969 1.147193 -2.250500 0.06 -0.05 0.03
N 3.909926 1.476477 -2.539427 -0.01 -0.03 -0.04
H 7.143390 1.567885 -3.181285 0.01 0.00 0.00
H 6.405034 2.918894 -2.318616 0.00 0.01 0.00
H 5.809376 2.492331 -3.918080 0.00 -0.01 0.00
H 6.603064 -0.204938 -1.469548 0.01 0.00 0.01
H 4.763789 -1.593888 -0.499156 0.00 0.00 0.02
C 0.527296 -5.613883 0.298380 0.03 -0.03 0.00
N 0.330513 -4.248308 -0.156944 -0.12 0.09 0.03
N 0.503298 -3.176644 0.692797 0.06 0.00 -0.01
C 0.621670 -2.032356 -0.053521 0.04 0.00 -0.01
O 0.732951 -0.906957 0.513072 -0.18 -0.07 0.01
C 0.554541 -2.424665 -1.410174 -0.01 0.06 0.11
C 0.395272 -3.786357 -1.423726 0.04 -0.09 -0.05
C 0.347163 -4.718355 -2.583035 0.00 0.03 0.00
C 0.186608 -3.246630 2.079609 0.01 0.01 -0.02
C 0.996372 -2.574861 2.982807 0.00 -0.01 0.01
C 0.672884 -2.605883 4.330418 -0.02 -0.02 -0.01
C -0.432854 -3.320350 4.769690 0.01 -0.01 -0.02
C -1.231429 -3.994901 3.856302 -0.01 0.02 0.02
C -0.933774 -3.947778 2.503754 -0.01 0.01 -0.03
H 1.114085 -5.605024 1.213495 0.00 0.00 0.00
H 1.076818 -6.163699 -0.461981 -0.01 0.00 0.01
H -0.421043 -6.114153 0.489353 0.01 0.01 0.01
H 0.645429 -1.762811 -2.252219 0.01 0.01 -0.04
H 0.299052 -4.146715 -3.505783 0.00 0.00 -0.01
H -0.521981 -5.373820 -2.531371 -0.01 0.00 0.00
H 1.240157 -5.344212 -2.620683 0.02 0.00 0.00
H 1.854954 -2.025863 2.625226 0.02 0.01 0.00
H 1.293718 -2.077282 5.040284 0.01 0.01 0.01
H -0.673565 -3.351703 5.823248 0.00 0.00 0.01
H -2.097341 -4.547044 4.196228 0.00 -0.01 0.00
H -1.573731 -4.433904 1.778826 0.00 -0.02 0.01
C -1.706089 1.261701 -2.991586 -0.01 -0.05 -0.01
P -1.677701 1.192276 -1.181250 0.20 0.04 0.11
C -2.592464 2.664401 -0.687828 0.04 0.02 0.01
C -3.854714 2.601254 -0.111965 0.00 -0.04 -0.01
C -4.525323 3.776108 0.197604 0.00 0.03 0.00
C -3.937976 5.004520 -0.063861 -0.01 -0.02 -0.02
C -2.670055 5.067109 -0.627874 -0.01 -0.02 -0.03
C -1.993167 3.899870 -0.935364 -0.02 0.01 0.01
C -2.615979 -0.282227 -0.717222 -0.05 0.01 0.00
C -3.379522 -0.964062 -1.664470 0.01 -0.02 0.02
C -4.108939 -2.085280 -1.297994 0.01 0.01 0.01
C -4.088030 -2.529273 0.015957 0.02 0.00 -0.01
C -3.326792 -1.857928 0.963231 0.02 0.00 -0.01
C -2.586152 -0.744867 0.599166 -0.01 0.00 0.01
H -1.113723 2.114166 -3.321274 0.00 0.01 0.02
H -2.731854 1.393674 -3.335722 0.00 0.01 0.01
H -1.268127 0.356309 -3.408281 -0.02 0.01 -0.03
H -4.315553 1.642925 0.092917 0.00 0.01 0.00
H -5.509199 3.728813 0.644485 -0.01 0.00 0.00
H -4.465151 5.917494 0.178227 0.00 0.01 0.01
H -2.206757 6.025330 -0.820416 0.01 0.01 0.00
H -0.996948 3.951211 -1.363336 0.02 0.00 -0.01
H -3.416376 -0.626510 -2.690279 0.00 0.00 -0.02
H -4.701037 -2.603945 -2.039518 -0.01 -0.01 -0.01
H -4.668922 -3.396034 0.302292 -0.01 -0.01 0.00
H -3.303518 -2.197481 1.990059 -0.01 0.00 0.01
H -1.993368 -0.240581 1.350235 0.00 0.02 0.00
```
Positions in Å, forces in eV/Å.

## Properties
Gap between HOMO and LUMO (spin up / spin down)   6.10 / 8.25 eV
Multiplicity   5
Total charge   +1
E_LUMO (spin up / spin down)   -4.302 / -2.310 eV
Expectation value of S²   6.225
Highest occupied orbital energy (spin up / spin down)   -10.404 / -10.563 eV
Relative energy (zero: lowest compared OMol25 entry of this formula, charge and spin)   104.2 kJ/mol

Results of the Löwdin charge analysis, in e, for atoms 1 through 6: atom 1 (Mn): 0.228, atom 2 (Cl): 0.784, atom 3 (C): -0.603, atom 4 (C): -0.095, atom 5 (C): -0.061, atom 6 (C): -0.095

***

Entry 2:
The following is a quantum chemistry calculation of a cluster of 2 separate species, CH6S2 in total, from OMol25.

Geometry as XYZ:
```
9
Properties=species:S:1:pos:R:3:forces:R:3
C 1.932168 1.420013 -0.864461 -0.03 -0.09 0.07
H 2.734846 1.622470 -1.563710 0.18 0.12 0.00
H 1.475197 0.479338 -1.153507 -0.19 -0.05 -0.01
H 1.202816 2.227767 -0.903485 0.00 -0.08 0.02
H 2.321831 1.315380 0.147450 0.04 0.10 -0.07
S -2.117492 -1.328776 2.079465 0.09 -0.11 -0.19
S -1.973405 -2.554581 0.420034 0.31 0.13 0.21
H -2.346925 -0.195172 1.405373 -0.05 0.11 0.06
H -3.229036 -2.986437 0.432844 -0.35 -0.13 -0.07
```
Positions in Å, forces in eV/Å.

## Properties
Gap between HOMO and LUMO   10.02 eV
E_LUMO   0.339 eV
SMILES   SS.C
Highest occupied orbital energy   -9.685 eV
Relative energy (zero: lowest compared OMol25 entry of this formula, charge and spin)   3.1 kJ/mol

Results of the Löwdin charge analysis, in e, for atoms 1 through 6: atom 1 (C): -0.049, atom 2 (H): 0.011, atom 3 (H): 0.010, atom 4 (H): 0.015, atom 5 (H): 0.015, atom 6 (S): 0.217

***

Entry 3:
The following is a quantum chemistry calculation of a structure of composition C18H27B3F6O5SSi in a non-equilibrium geometry, from OMol25.

Geometry as XYZ:
```
61
Properties=species:S:1:pos:R:3:forces:R:3
C 1.417923 4.798646 4.135047 -0.45 0.31 -0.10
C 0.236062 3.814742 4.266185 0.39 0.21 0.59
C 0.650977 2.401096 4.661922 -0.29 -0.31 -0.49
F 1.351931 2.400825 5.873136 0.06 0.27 -0.04
B 1.464102 1.612036 3.558962 -0.06 0.81 0.39
O 0.739518 1.048428 2.490339 0.13 -0.33 0.16
B 1.023813 -0.296335 2.376652 0.01 -0.04 0.53
C 0.260199 -1.233287 1.300947 0.05 1.72 0.35
F 1.126277 -2.098187 0.708411 -0.06 -0.33 0.04
F -0.686959 -1.928579 2.011559 0.07 -0.48 -0.21
C -0.412143 -0.352650 0.259293 -0.09 -1.57 1.02
C 0.335171 0.340130 -0.653393 1.44 -0.01 -0.09
C -0.254060 1.164307 -1.565669 0.20 0.23 -0.25
C -1.624771 1.283296 -1.543276 0.00 1.10 -1.38
C -2.360438 0.591742 -0.640593 -1.58 -0.18 0.42
C -3.871838 0.718970 -0.572854 1.11 -0.21 0.95
F -4.333447 1.804904 -1.188240 -0.29 -0.20 -0.27
F -4.233097 0.800912 0.732982 -0.32 0.14 -0.26
F -4.470070 -0.387940 -1.049239 -0.29 0.26 -0.35
C -1.774281 -0.245234 0.284219 -0.36 0.09 -0.05
O 2.026799 -0.761499 3.210510 0.21 0.05 -1.42
B 3.082380 0.174751 3.047473 0.51 -0.18 1.38
Si 4.680319 -0.348883 1.971228 0.26 -0.56 -0.76
C 4.604343 -2.238570 1.769784 -0.05 0.36 0.49
C 4.392058 0.401521 0.232198 0.04 0.42 0.59
C 6.337994 0.174052 2.698063 -0.21 -0.23 -0.57
O 2.833723 1.415799 3.625093 -0.91 -0.46 -0.72
H 1.621977 5.061904 3.094760 0.15 -0.21 0.05
H 1.127044 5.730691 4.625055 0.19 0.00 -0.05
H 2.331569 4.452142 4.618868 -0.09 -0.12 -0.06
H -0.362778 3.775589 3.352991 0.05 -0.08 0.04
H -0.414315 4.182346 5.065249 -0.09 -0.09 -0.12
H -0.270519 1.828558 4.844222 0.09 0.01 0.00
H 1.417275 0.246803 -0.647604 -0.04 -0.08 0.03
H 0.352400 1.717687 -2.268369 -0.08 0.01 -0.07
H -2.089296 1.946799 -2.263722 -0.18 -0.06 0.12
H -2.393653 -0.764880 0.998700 0.15 -0.09 0.07
H 5.364458 -2.663604 2.433674 0.03 -0.23 -0.33
H 3.644397 -2.642087 2.102499 0.01 0.14 -0.03
H 4.732890 -2.548950 0.731869 0.30 -0.04 0.12
H 5.224343 1.044224 -0.070162 0.02 -0.15 -0.01
H 4.247973 -0.375044 -0.519166 -0.08 0.07 0.03
H 3.520621 1.064802 0.276423 -0.03 -0.13 -0.25
H 7.099511 -0.045315 1.940582 0.01 -0.04 0.13
H 6.399193 1.242531 2.908583 -0.04 -0.11 0.25
H 6.542294 -0.447473 3.572402 0.10 0.30 0.10
C -4.705360 -1.842136 -4.234088 -0.02 0.02 -0.09
C -5.304054 -2.554102 -5.453683 0.02 -0.01 0.06
C -4.170521 -2.759531 -6.466416 -0.41 0.03 -0.09
S -2.653692 -2.865659 -5.507075 -0.22 -0.10 0.16
O -1.825561 -1.731394 -5.828766 0.12 -0.07 -0.05
O -2.145099 -4.211304 -5.560476 0.22 0.07 -0.10
C -3.412003 -2.582932 -3.911587 -0.24 0.17 0.23
H -5.388659 -1.846490 -3.386174 0.02 0.02 0.00
H -4.485811 -0.801646 -4.485243 0.02 0.00 0.04
H -5.705421 -3.522782 -5.148319 0.02 0.00 0.00
H -6.122972 -1.984931 -5.891979 0.01 -0.01 -0.01
H -4.293538 -3.676604 -7.037203 0.17 0.01 -0.03
H -4.077411 -1.911819 -7.142867 0.13 0.00 0.04
H -2.732748 -2.014589 -3.279377 0.12 -0.06 -0.09
H -3.615020 -3.555797 -3.464341 0.06 -0.02 -0.04
```
Positions in Å, forces in eV/Å.

## Properties
Gap between HOMO and LUMO   10.43 eV
E_LUMO   0.237 eV
Highest occupied orbital energy   -10.196 eV

Results of the Löwdin charge analysis, in e, for atoms 1 through 6: atom 1 (C): -0.081, atom 2 (C): -0.179, atom 3 (C): -0.211, atom 4 (F): -0.009, atom 5 (B): -0.450, atom 6 (O): 0.316

***

In Ha, the E values for the records above are, in order, -4856.79310, -838.05353, -2440.01412.